{
  "formula": "C5H6BrINO",
  "method": "ωB97M-V/def2-TZVPD",
  "symbols": ["C", "C", "C", "C", "C", "N", "O", "Br", "I", "H", "H", "H", "H", "H", "H"],
  "coordinates": [[0.9460, -0.7116, 0.7707], [-0.3060, -1.3790, 0.9836], [1.3153, 0.2315, -0.0935], [-1.1173, -1.6444, -0.0684], [0.4330, 1.3183, -0.4423], [-0.4939, 1.8042, 0.3576], [0.4245, 1.8632, -1.6090], [-0.9048, -1.1817, -1.9400], [-2.7355, -2.8760, 0.1698], [1.6497, -1.3627, 1.1626], [-0.6106, -1.6645, 1.9850], [2.3286, 0.3827, -0.4317], [-1.0539, 2.6598, 0.1617], [-0.5302, 1.3206, 1.2483], [0.6550, 1.2394, -2.2544]],
  "forces_ev_per_a": [[-0.06, -0.69, -0.66], [-1.80, 1.40, -1.33], [-0.20, 0.93, 0.60], [0.03, -0.19, 0.11], [-2.22, 0.18, -0.08], [0.75, -0.10, 0.59], [-0.16, 2.04, 0.60], [0.21, -0.13, 0.98], [-0.45, -0.25, 0.18], [2.17, -0.72, 0.76], [0.17, -0.41, -0.18], [0.24, -0.14, 0.14], [0.58, -1.22, 0.01], [-0.32, 0.72, 0.17], [1.04, -1.42, -1.90]],
  "spin_multiplicity": 1,
  "charge": 1,
  "homo_ha": -0.469,
  "gap_ev": 7.7362
}


{
  "formula": "C3NO3S",
  "method": "ωB97M-V/def2-TZVPD",
  "symbols": ["O", "C", "O", "C", "O", "N", "C", "S"],
  "coordinates": [[-0.4801, -2.3506, 0.0301], [-0.2352, -1.1454, -0.0034], [1.0425, -0.7314, -0.0534], [1.1464, 0.6991, -0.0051], [2.2426, 1.1880, 0.0206], [-0.0492, 1.2835, 0.0114], [-1.0275, 0.4297, 0.0054], [-2.6396, 0.6270, -0.0057]],
  "forces_ev_per_a": [[-0.31, 3.07, -0.10], [-0.38, -0.32, 0.07], [0.67, -0.06, 0.05], [0.61, -0.64, 0.02], [-0.02, -0.21, -0.05], [-0.49, 0.98, 0.01], [0.59, -2.75, -0.01], [-0.66, -0.07, 0.02]],
  "spin_multiplicity": 1,
  "charge": -1,
  "smiles": "O=C1OC([O-])=NC1=S",
  "homo_ha": -0.169,
  "gap_ev": 8.2153
}


{
  "formula": "C2H8S3",
  "method": "ωB97M-V/def2-TZVPD",
  "symbols": ["C", "C", "S", "H", "H", "H", "H", "H", "H", "S", "S", "H", "H"],
  "coordinates": [[1.7926, 0.3459, 1.6087], [0.5348, -0.0867, 0.8437], [0.8194, -1.4675, -0.2843], [2.2698, -0.5275, 2.0493], [2.5190, 0.7768, 0.9149], [1.5083, 1.0142, 2.4171], [0.2169, 0.7536, 0.2238], [-0.2879, -0.2991, 1.5205], [1.1891, -2.3326, 0.6690], [-1.8375, 0.0363, -3.1569], [-3.1965, 1.4433, -2.5537], [-1.3008, -0.3091, -1.9743], [-4.2271, 0.6525, -2.2779]],
  "forces_ev_per_a": [[-0.26, -0.63, -0.35], [0.34, 0.61, 0.15], [-0.02, -0.01, -0.04], [0.03, -0.05, 0.16], [-0.12, 0.19, 0.25], [0.21, 0.30, -0.06], [-0.13, -0.12, -0.12], [-0.03, -0.17, 0.03], [-0.02, -0.09, -0.05], [0.07, -0.17, -0.15], [0.30, 0.38, 0.07], [-0.07, 0.05, 0.06], [-0.28, -0.30, 0.04]],
  "spin_multiplicity": 1,
  "charge": 0,
  "smiles": "CCS.SS",
  "homo_ha": -0.340,
  "gap_ev": 9.7132
}


{
  "formula": "C3H9N3O6",
  "method": "ωB97M-V/def2-TZVPD",
  "symbols": ["C", "N", "O", "O", "H", "H", "H", "C", "N", "O", "O", "H", "H", "H", "C", "N", "O", "O", "H", "H", "H"],
  "coordinates": [[1.3213, 0.4616, 0.0142], [0.9765, -0.9040, -0.3636], [1.4514, -1.7589, 0.3934], [0.1705, -1.1471, -1.2426], [0.4013, 0.8593, 0.4426], [1.6162, 0.8470, -0.9618], [2.2012, 0.4252, 0.6565], [0.4251, 2.6865, 2.1700], [0.3100, 1.3659, 2.8724], [-0.1689, 1.3423, 3.9762], [0.7414, 0.3521, 2.3184], [0.3952, 2.5295, 1.0918], [1.3280, 3.1996, 2.5013], [-0.3939, 3.2920, 2.5581], [-0.9971, -1.5706, -2.3013], [-2.2452, -2.3588, -2.4918], [-2.8588, -2.5955, -1.4307], [-2.4331, -2.7283, -3.6520], [-1.3224, -0.5705, -2.0150], [-0.3272, -1.7211, -3.1479], [-0.5916, -2.0063, -1.3881]],
  "forces_ev_per_a": [[0.40, 0.32, -2.08], [3.15, -0.59, 5.06], [-0.64, 0.30, -1.46], [13.27, 6.30, 5.74], [0.66, 0.17, -0.68], [-0.26, 0.79, 0.03], [-0.62, 0.12, -0.01], [-0.45, 0.30, 0.48], [0.65, -1.30, 0.14], [-0.25, 0.63, 0.16], [-0.61, 0.97, 1.50], [0.03, 0.28, 0.40], [0.20, -0.44, -0.13], [-0.10, -0.16, -0.34], [-8.81, -2.74, -4.68], [0.16, 0.62, -0.77], [0.02, -0.19, -2.48], [-1.33, -0.74, 1.40], [-0.81, -0.33, -1.12], [-0.38, 0.21, 0.10], [-4.28, -4.52, -1.24]],
  "spin_multiplicity": 1,
  "charge": 0,
  "homo_ha": -0.313,
  "gap_ev": 7.9011
}


Here are the calculated energy relative to the best compared isomer or geometry (same formula, charge and spin) numbers, same order: 0.0, 0.0, 13.2, 756.7 (kJ/mol).
Here are the calculated LUMO numbers, same order: -0.18490, 0.13281, 0.01735, -0.02309 (Ha).
Here are the calculated largest force on an atom numbers, same order: 0.0513, 0.0601, 0.0148, 0.3068 (Eh/bohr).